This record from the OMol25 dataset describes an isolated molecule of C18H22N2O2. The level of theory is the ωB97M-V functional and the def2-TZVPD basis.

Output
LUMO level, eV: 0.308
Relative energy (zero: lowest compared OMol25 entry of this formula, charge and spin), kcal per mole: 0.00
Gap between HOMO and LUMO, eV: 8.684
Maximum force, eV Å⁻¹: 0.77
SMILES: Cc1ccc2cc(CCNC(=O)C3CCCC3)c(=O)[nH]c2c1
E, eV: -26100.35091

```
44
Properties=species:S:1:pos:R:3:lowdin_charge:R:1
C 5.525 2.418 0.458 -0.05
C 4.371 1.558 0.049 -0.28
C 4.222 0.277 0.543 0.02
C 3.142 -0.515 0.150 -0.18
N 2.976 -1.783 0.637 0.17
C 1.943 -2.643 0.326 -0.42
O 1.886 -3.741 0.852 0.06
C 0.979 -2.120 -0.640 -0.14
C 1.110 -0.868 -1.133 0.04
C 2.191 -0.015 -0.758 -0.16
C 2.354 1.287 -1.248 -0.02
C 3.420 2.055 -0.852 -0.05
H 3.537 3.058 -1.236 0.11
H 1.626 1.676 -1.945 0.11
H 0.382 -0.488 -1.837 0.13
C -0.176 -3.005 -0.986 -0.12
H -0.634 -2.678 -1.920 0.12
H 0.168 -4.035 -1.084 0.12
C -1.240 -2.959 0.127 -0.15
N -1.636 -1.603 0.435 0.06
C -2.437 -0.884 -0.387 -0.48
O -2.978 -1.365 -1.359 0.07
C -2.608 0.565 0.061 -0.23
H -1.609 1.010 0.123 0.14
C -3.495 1.369 -0.905 -0.15
C -4.755 1.725 -0.113 -0.19
H -5.484 0.918 -0.191 0.11
H -5.219 2.645 -0.465 0.11
C -4.256 1.827 1.324 -0.20
H -3.705 2.759 1.463 0.11
H -5.060 1.787 2.057 0.11
C -3.307 0.635 1.436 -0.16
H -2.599 0.743 2.258 0.11
H -3.885 -0.276 1.600 0.12
H -2.981 2.275 -1.228 0.11
H -3.726 0.770 -1.785 0.10
H -1.120 -1.122 1.153 0.14
H -2.127 -3.499 -0.212 0.12
H -0.850 -3.424 1.032 0.12
H 3.660 -2.142 1.293 0.16
H 4.944 -0.125 1.239 0.12
H 6.122 2.685 -0.413 0.09
H 6.163 1.905 1.173 0.07
H 5.167 3.342 0.910 0.08
```